Computed, not measured: an isolated molecule of C5H11NO in a non-equilibrium geometry, with ωB97M-V/def2-TZVPD.

Last column: Löwdin charge in e.
Geometry (Å):
1 H -0.95984 2.05367 -0.79621  0.054
2 N -1.20556 1.09435 -0.88181  0.114
3 C -0.47461 0.22350 -0.32291  -0.452
4 O -0.96178 -1.01301 -0.50323  -0.055
5 C -2.23227 -0.86961 -1.41742  -0.026
6 C 0.80578 0.49854 0.47410  -0.350
7 C 0.65682 0.13861 1.95543  -0.069
8 C 2.04510 -0.17225 -0.12729  -0.068
9 H -1.86046 -0.84895 -2.44476  0.083
10 H -2.99279 -0.05783 -1.36187  0.082
11 H -2.68752 -1.79035 -1.11467  0.064
12 H 0.94109 1.58871 0.40027  0.132
13 H 0.53490 -0.94225 2.07214  0.083
14 H -0.20982 0.63546 2.40382  0.082
15 H 1.54989 0.44602 2.51425  0.080
16 H 2.94428 0.12719 0.42660  0.080
17 H 1.95456 -1.26070 -0.06707  0.083
18 H 2.18902 0.10694 -1.17611  0.082

Summary:
Total energy in eV: -8899.75342
HOMO in eV: -9.5
SMILES: [H]/N=C(/OC)C(C)C
Multiplicity: 1
Gap between HOMO and LUMO in eV: 10.6

***

Computed, not measured: a cluster of 2 separate species, C5H11NO in total in a non-equilibrium geometry, with ωB97M-V/def2-TZVPD.

Last column: Löwdin charge in e.
Geometry (Å):
1 C -1.02194 -0.42524 0.94060  -0.015
2 C -1.86814 -1.41849 0.22880  -0.130
3 C -0.27426 1.42596 -1.10162  -0.127
4 C 1.35660 -0.15596 0.02638  -0.574
5 N 2.70942 -0.13973 0.22729  0.155
6 C 0.62849 1.06297 0.05041  -0.130
7 O 0.79206 -1.29270 -0.01884  -0.060
8 H 3.25586 0.66623 -0.02103  0.096
9 H 3.17186 -1.02702 0.33935  0.103
10 H -1.45680 0.56173 1.00659  0.054
11 H -0.53467 -0.74444 1.85117  0.088
12 H 1.13619 1.90428 0.51765  0.099
13 H -2.11415 -1.09002 -0.78131  0.073
14 H -1.40599 -2.40092 0.18502  0.071
15 H -2.81739 -1.50225 0.77859  0.086
16 H 0.22094 2.09251 -1.81640  0.068
17 H -0.59550 0.53540 -1.64328  0.071
18 H -1.18258 1.94768 -0.76938  0.070

Summary:
Total energy in eV: -8897.59428
HOMO (spin up / spin down) in eV: -7.3 / -7.5
Multiplicity: 1
Gap between HOMO and LUMO (spin up / spin down) in eV: 7.3 / 8.0

***

Computed, not measured: a cluster of 2 separate species, C5H11NO in total in a non-equilibrium geometry, with ωB97M-V/def2-TZVPD.

Last column: Löwdin charge in e.
Geometry (Å):
1 C 1.42449 0.86946 -2.05743  0.000
2 C 1.10909 1.19878 -0.81122  -0.160
3 C -0.34325 1.29873 -0.37339  -0.226
4 N -0.81972 0.24075 0.50420  -0.041
5 C -0.52718 0.29513 1.86332  -0.250
6 C -0.65272 -0.69695 2.73667  -0.025
7 H 2.46553 0.92709 -2.36556  0.053
8 H 0.70754 0.39451 -2.70852  0.056
9 H 1.80234 1.65605 -0.11841  0.093
10 H -0.48485 2.23161 0.17123  0.112
11 H -0.99056 1.31843 -1.23889  0.106
12 H -0.61840 -0.68417 0.15807  0.086
13 H -0.01648 1.20750 2.15076  0.105
14 H -1.19238 -1.62045 2.57887  0.044
15 H -0.15722 -0.65851 3.68707  0.032
16 O -0.92976 -2.52351 -1.40682  -0.062
17 H -0.36644 -2.72842 -2.15848  0.037
18 H -0.41003 -2.72603 -0.61147  0.041

Summary:
Total energy in eV: -8899.15944
HOMO in eV: -8.0
SMILES: C=CCNC=C.O
Multiplicity: 1
Gap between HOMO and LUMO in eV: 8.7

***

Computed, not measured: a cluster of 2 separate species, C5H11NO in total, with ωB97M-V/def2-TZVPD.

Last column: Löwdin charge in e.
Geometry (Å):
1 C -0.38359 -0.27612 2.78917  -0.092
2 N -0.42007 0.94393 2.02646  0.061
3 C 0.33090 1.58266 1.33774  -0.343
4 O 0.97103 2.28914 0.64667  0.134
5 H -0.28230 -1.14322 2.12703  0.074
6 H -1.31490 -0.37284 3.34964  0.077
7 H 0.45329 -0.26753 3.49413  0.085
8 C -0.48418 0.68016 -2.12349  -0.121
9 C -0.45362 -0.51476 -1.17102  -0.326
10 C 0.97517 -0.99982 -0.92997  -0.127
11 H 0.10323 1.51931 -1.73210  0.060
12 H -1.50353 1.03711 -2.30532  0.070
13 H -0.05222 0.39582 -3.09037  0.072
14 H -0.93586 -0.25912 -0.21809  0.075
15 H -1.04526 -1.33470 -1.59726  0.100
16 H 1.41967 -1.34321 -1.87167  0.072
17 H 1.61203 -0.19187 -0.54762  0.064
18 H 1.01618 -1.83562 -0.22137  0.064

Summary:
Total energy in eV: -8900.85028
HOMO in eV: -10.4
SMILES: CN=C=O.CCC
Multiplicity: 1
Gap between HOMO and LUMO in eV: 11.2

***

Computed, not measured: a structure of composition C5H11NO, with ωB97M-V/def2-TZVPD.

Last column: Löwdin charge in e.
Geometry (Å):
1 C -1.40110 -0.23986 -1.63060  -0.050
2 C -1.23714 0.10535 0.31424  -0.112
3 C 0.07747 0.30412 0.90945  -0.407
4 C 0.81865 1.60565 0.75205  -0.078
5 N 0.86390 -0.86349 1.16176  0.033
6 C 1.56840 -1.46651 0.17380  -0.340
7 O 1.48122 -1.15434 -1.00446  0.001
8 H -0.97497 0.54878 -2.25799  0.050
9 H -1.01330 -1.21775 -1.91997  0.040
10 H -2.49126 -0.21087 -1.66574  0.045
11 H -1.85113 1.00140 0.27320  0.110
12 H -1.75804 -0.80456 0.60185  0.114
13 H -0.34666 -0.01461 -0.51161  0.113
14 H 0.11742 2.43625 0.60392  0.075
15 H 1.39372 1.83399 1.65867  0.071
16 H 1.52858 1.61399 -0.09145  0.074
17 H 1.00427 -1.18886 2.10932  0.131
18 H 2.21996 -2.28867 0.52355  0.130

Summary:
Total energy in eV: -8896.34912
HOMO in eV: -6.7
Multiplicity: 1
Gap between HOMO and LUMO in eV: 7.6

***

Computed, not measured: an isolated molecule of C5H11NO, with ωB97M-V/def2-TZVPD.

Last column: Löwdin charge in e.
Geometry (Å):
1 C 1.88493 -0.29454 0.35982  -0.091
2 C 0.74177 -0.89517 -0.49083  -0.176
3 C -0.68177 -0.26274 -0.25622  -0.368
4 C -1.49827 -1.05769 0.76641  -0.060
5 N -0.57166 1.13883 0.13208  0.027
6 C -0.61696 2.13140 -0.80720  -0.352
7 O -1.11733 2.03845 -1.90857  0.020
8 H 2.74892 -0.00306 -0.24686  0.074
9 H 1.58306 0.63604 0.85584  0.048
10 H 2.23124 -0.96043 1.15622  0.072
11 H 0.99391 -0.80228 -1.55503  0.106
12 H 0.65092 -1.97184 -0.29747  0.101
13 H -1.20500 -0.25235 -1.21727  0.133
14 H -1.59290 -2.09514 0.42743  0.077
15 H -0.99741 -1.06564 1.74225  0.080
16 H -2.50879 -0.65791 0.91285  0.079
17 H 0.09631 1.30971 0.87210  0.098
18 H -0.14095 3.06436 -0.44555  0.131

Summary:
Total energy in eV: -8901.03957
HOMO in eV: -9.7
SMILES: CC[C@@H](C)NC=O
Multiplicity: 1
Gap between HOMO and LUMO in eV: 10.7